# 1
A single C4H5Cl3 molecule in a non-equilibrium geometry. Source: the Open Molecules 2025 dataset; level of theory: ωB97M-V/def2-TZVPD.

Summary:
SMILES   C[C@H]1[C@H](Cl)C1(Cl)Cl
Frontier orbital gap   0.408 Eh
2S+1   1
HOMO energy   -10.32 eV
Energy above the lowest of the compared OMol25 structures with the same formula, charge and spin   22.8 kcal per mole
Strongest force on any atom   3.768 eV Å⁻¹

Last columns: bonded neighbours and bond lengths (Å).
Geometry (Å):
1 C -1.5110 -0.3019 -0.1194  C2 1.481, H8 1.072, H9 1.189, H10 1.080
2 C -0.1825 0.1794 -0.5643  C1 1.481, C3 1.507, C5 1.511, H11 1.061
3 C 0.6855 0.7524 0.5267  C2 1.507, Cl4 1.786, C5 1.458, H12 0.999
4 Cl 1.7257 2.2046 0.5361  C3 1.786
5 C 1.0618 -0.5221 -0.0731  C2 1.511, C3 1.458, Cl6 1.755, Cl7 1.747
6 Cl 0.8648 -1.9890 0.8706  C5 1.755
7 Cl 2.5233 -0.5046 -1.0295  C5 1.747
8 H -1.3861 -0.6210 0.8961  C1 1.072
9 H -1.9556 -1.2638 -0.6595  C1 1.189
10 H -2.1114 0.5701 -0.3345  C1 1.080
11 H 0.0075 0.6709 -1.4855  C2 1.061
12 H 0.2782 0.8252 1.4362  C3 0.999

Computed Mulliken charges, given in elementary charges: atom 1 (C): -1.225, atom 2 (C): -0.112, atom 3 (C): -0.527, atom 4 (Cl): -0.176, atom 5 (C): 0.638, atom 6 (Cl): -0.173, atom 7 (Cl): -0.160, atom 8 (H): 0.300, atom 9 (H): 0.254, atom 10 (H): 0.360, atom 11 (H): 0.460, atom 12 (H): 0.361

---

# 2
A gas-phase ion, C4H2FO2 (charge -1) in a non-equilibrium geometry. Source: the Open Molecules 2025 dataset; level of theory: ωB97M-V/def2-TZVPD.

Summary:
SMILES   O=C([O-])C1=C[C@H]1F
Frontier orbital gap   0.314 Eh
2S+1   1
HOMO energy   -4.46 eV
Energy above the lowest of the compared OMol25 structures with the same formula, charge and spin   0.0 kcal per mole
Net charge   -1
Strongest force on any atom   2.246 eV Å⁻¹

Last columns: bonded neighbours and bond lengths (Å).
Geometry (Å):
1 O -1.5680 2.4605 1.4324  C2 1.235
2 C -1.3342 2.3779 0.2224  O1 1.235, O3 1.259, C4 1.526
3 O -1.6045 3.1893 -0.7013  C2 1.259
4 C -0.5234 1.1557 -0.1977  C2 1.526, C5 1.307, C6 1.469
5 C -0.3625 0.0815 -0.9243  C4 1.307, C6 1.494, H8 1.108
6 C 0.6767 0.3664 0.1102  C4 1.469, C5 1.494, F7 1.455, H9 1.077
7 F 2.0183 0.7266 -0.3238  C6 1.455
8 H -0.5701 -0.5815 -1.7872  C5 1.108
9 H 0.6904 -0.4447 0.8180  C6 1.077

Computed Mulliken charges, given in elementary charges: atom 1 (O): -0.685, atom 2 (C): 0.424, atom 3 (O): -0.703, atom 4 (C): 0.114, atom 5 (C): -0.360, atom 6 (C): -0.044, atom 7 (F): -0.331, atom 8 (H): 0.340, atom 9 (H): 0.245

---

Repeat the second record exactly.
A gas-phase ion, C4H2FO2 (charge -1) in a non-equilibrium geometry. Source: the Open Molecules 2025 dataset; level of theory: ωB97M-V/def2-TZVPD.

Summary:
SMILES   O=C([O-])C1=C[C@H]1F
Frontier orbital gap   0.314 Eh
2S+1   1
HOMO energy   -4.46 eV
Energy above the lowest of the compared OMol25 structures with the same formula, charge and spin   0.0 kcal per mole
Net charge   -1
Strongest force on any atom   2.246 eV Å⁻¹

Last columns: bonded neighbours and bond lengths (Å).
Geometry (Å):
1 O -1.5680 2.4605 1.4324  C2 1.235
2 C -1.3342 2.3779 0.2224  O1 1.235, O3 1.259, C4 1.526
3 O -1.6045 3.1893 -0.7013  C2 1.259
4 C -0.5234 1.1557 -0.1977  C2 1.526, C5 1.307, C6 1.469
5 C -0.3625 0.0815 -0.9243  C4 1.307, C6 1.494, H8 1.108
6 C 0.6767 0.3664 0.1102  C4 1.469, C5 1.494, F7 1.455, H9 1.077
7 F 2.0183 0.7266 -0.3238  C6 1.455
8 H -0.5701 -0.5815 -1.7872  C5 1.108
9 H 0.6904 -0.4447 0.8180  C6 1.077

Computed Mulliken charges, given in elementary charges: atom 1 (O): -0.685, atom 2 (C): 0.424, atom 3 (O): -0.703, atom 4 (C): 0.114, atom 5 (C): -0.360, atom 6 (C): -0.044, atom 7 (F): -0.331, atom 8 (H): 0.340, atom 9 (H): 0.245

---

What did the second record say?
A gas-phase ion, C4H2FO2 (charge -1) in a non-equilibrium geometry. Source: the Open Molecules 2025 dataset; level of theory: ωB97M-V/def2-TZVPD.

Summary:
SMILES   O=C([O-])C1=C[C@H]1F
Frontier orbital gap   0.314 Eh
2S+1   1
HOMO energy   -4.46 eV
Energy above the lowest of the compared OMol25 structures with the same formula, charge and spin   0.0 kcal per mole
Net charge   -1
Strongest force on any atom   2.246 eV Å⁻¹

Last columns: bonded neighbours and bond lengths (Å).
Geometry (Å):
1 O -1.5680 2.4605 1.4324  C2 1.235
2 C -1.3342 2.3779 0.2224  O1 1.235, O3 1.259, C4 1.526
3 O -1.6045 3.1893 -0.7013  C2 1.259
4 C -0.5234 1.1557 -0.1977  C2 1.526, C5 1.307, C6 1.469
5 C -0.3625 0.0815 -0.9243  C4 1.307, C6 1.494, H8 1.108
6 C 0.6767 0.3664 0.1102  C4 1.469, C5 1.494, F7 1.455, H9 1.077
7 F 2.0183 0.7266 -0.3238  C6 1.455
8 H -0.5701 -0.5815 -1.7872  C5 1.108
9 H 0.6904 -0.4447 0.8180  C6 1.077

Computed Mulliken charges, given in elementary charges: atom 1 (O): -0.685, atom 2 (C): 0.424, atom 3 (O): -0.703, atom 4 (C): 0.114, atom 5 (C): -0.360, atom 6 (C): -0.044, atom 7 (F): -0.331, atom 8 (H): 0.340, atom 9 (H): 0.245

---

Repeat the second record exactly.
A gas-phase ion, C4H2FO2 (charge -1) in a non-equilibrium geometry. Source: the Open Molecules 2025 dataset; level of theory: ωB97M-V/def2-TZVPD.

Summary:
SMILES   O=C([O-])C1=C[C@H]1F
Frontier orbital gap   0.314 Eh
2S+1   1
HOMO energy   -4.46 eV
Energy above the lowest of the compared OMol25 structures with the same formula, charge and spin   0.0 kcal per mole
Net charge   -1
Strongest force on any atom   2.246 eV Å⁻¹

Last columns: bonded neighbours and bond lengths (Å).
Geometry (Å):
1 O -1.5680 2.4605 1.4324  C2 1.235
2 C -1.3342 2.3779 0.2224  O1 1.235, O3 1.259, C4 1.526
3 O -1.6045 3.1893 -0.7013  C2 1.259
4 C -0.5234 1.1557 -0.1977  C2 1.526, C5 1.307, C6 1.469
5 C -0.3625 0.0815 -0.9243  C4 1.307, C6 1.494, H8 1.108
6 C 0.6767 0.3664 0.1102  C4 1.469, C5 1.494, F7 1.455, H9 1.077
7 F 2.0183 0.7266 -0.3238  C6 1.455
8 H -0.5701 -0.5815 -1.7872  C5 1.108
9 H 0.6904 -0.4447 0.8180  C6 1.077

Computed Mulliken charges, given in elementary charges: atom 1 (O): -0.685, atom 2 (C): 0.424, atom 3 (O): -0.703, atom 4 (C): 0.114, atom 5 (C): -0.360, atom 6 (C): -0.044, atom 7 (F): -0.331, atom 8 (H): 0.340, atom 9 (H): 0.245

---

Question: Which formula does entry 1 have?
Answer: C4H5Cl3